No. 1
Computed, not measured: a cluster of 2 separate species, C4H13N2O2 in total, with ωB97M-V/def2-TZVPD.

## Properties
HOMO energy (eV): -13.130
Electronic energy (hartree): -419.932995
Frontier orbital gap (eV): 10.040
Maximum force (eV Å⁻¹): 2.6
Energy relative to the best compared isomer or geometry (same formula, charge and spin) (kcal per mole): 58.0

```
! RIJCOSX wB97M-V def2-TZVPD def2/J DEFGRID3
* xyz 1 1
O -2.482 -1.707 -1.614
C -2.302 -1.459 -0.456
C -1.032 -0.671 -0.028
C 0.323 -1.337 -0.314
C 1.383 -0.318 -0.695
N 1.714 0.513 0.575
N -0.924 -0.521 1.467
H -3.006 -1.640 0.334
H -1.039 0.363 -0.485
H 0.119 -1.856 -1.281
H 0.606 -1.993 0.547
H 1.089 0.380 -1.573
H 2.310 -0.779 -1.099
H 1.290 0.041 1.397
H 1.248 1.443 0.531
H 2.702 0.756 0.724
H -1.042 -1.425 1.904
H -1.710 0.063 1.754
H -0.096 3.605 0.051
H 0.445 3.593 -1.239
O 0.405 2.949 -0.502
*
```

No. 2
Computed, not measured: a structure of composition C4H13N2O2, with ωB97M-V/def2-TZVPD.

## Properties
HOMO energy (eV): -14.582
Electronic energy (hartree): -419.795748
Frontier orbital gap (eV): 8.152
Maximum force (eV Å⁻¹): 3.9
Energy relative to the best compared isomer or geometry (same formula, charge and spin) (kcal per mole): 144.1

```
! RIJCOSX wB97M-V def2-TZVPD def2/J DEFGRID3
* xyz 1 1
O 1.356 1.095 1.659
C 1.071 0.017 1.133
N 1.487 -1.184 1.714
C 0.210 -0.025 -0.032
N 1.236 1.693 -0.622
C -1.704 1.332 -1.210
C -1.111 0.659 0.050
H 1.221 -1.241 2.695
H 2.513 -1.128 1.654
H 0.392 -0.832 -0.740
H 1.694 1.219 -1.386
H 1.383 2.694 -0.725
H 1.492 1.617 0.649
H -1.705 2.408 -1.045
H -1.013 1.228 -2.044
H -2.692 0.978 -1.482
H -1.806 0.033 0.629
H -0.991 1.533 0.691
H -1.179 -4.156 -1.282
H -0.733 -4.289 0.153
O -1.120 -3.650 -0.459
*
```

No. 3
Computed, not measured: a cluster of 3 separate species, C4H13N2O4 in total, with ωB97M-V/def2-TZVPD.

## Properties
HOMO energy (eV): -5.037
Electronic energy (hartree): -570.760684
Frontier orbital gap (eV): 8.838
Maximum force (eV Å⁻¹): 1.4
Energy relative to the best compared isomer or geometry (same formula, charge and spin) (kcal per mole): 19.7

```
! RIJCOSX wB97M-V def2-TZVPD def2/J DEFGRID3
* xyz -1 1
N 0.057 2.763 -0.854
C -0.105 1.933 -2.036
C 0.136 0.437 -1.842
N 1.478 0.158 -1.304
C 1.524 -0.856 -0.251
C 0.769 -0.427 1.012
O 0.025 -1.226 1.657
O 0.900 0.775 1.316
H -0.733 2.857 -0.237
H 0.866 2.602 -0.276
H -1.084 2.150 -2.466
H 0.618 2.302 -2.776
H -0.614 -0.048 -1.224
H 0.094 0.113 -2.893
H 1.866 1.009 -0.925
H 2.590 -0.959 -0.044
H 1.168 -1.807 -0.651
H -1.699 0.147 2.084
H -2.419 -0.717 1.237
O -2.559 0.163 1.617
H -0.983 -3.085 -0.319
H -0.594 -2.471 1.087
O -1.195 -3.169 0.614
*
```

No. 4
Computed, not measured: a cluster of 3 separate species, C4H13N2O4PS in total, with ωB97M-V/def2-TZVPD.

## Properties
HOMO energy (spin up / spin down) (eV): -9.073 / -8.667
Electronic energy (hartree): -1310.160558
Frontier orbital gap (spin up / spin down) (eV): 9.289 / 7.528
Maximum force (eV Å⁻¹): 4.2
Energy relative to the best compared isomer or geometry (same formula, charge and spin) (kcal per mole): 68.8

```
! RIJCOSX wB97M-V def2-TZVPD def2/J DEFGRID3
* xyz 0 1
C 3.408 -2.197 -0.265
C -1.808 1.204 1.198
C -2.910 1.398 0.072
C -1.451 1.437 -0.229
N 1.555 1.036 1.474
N -0.725 0.380 -0.965
O 0.384 -1.580 0.420
O -2.278 -1.452 0.183
O -0.582 -1.975 -1.813
O 2.020 1.215 -1.090
P -0.909 -1.376 -0.275
S 2.672 0.823 0.182
H 2.572 -1.990 0.393
H 4.502 -2.189 -0.121
H 2.950 -2.068 -1.245
H -1.725 0.185 1.492
H -2.041 1.946 1.968
H -3.474 0.571 -0.297
H -3.464 2.401 -0.119
H -1.009 2.414 -0.459
H 1.916 1.445 2.341
H 1.023 0.140 1.686
H -0.992 0.391 -1.958
H 0.314 0.567 -0.836
H 0.050 -2.725 -1.736
*
```

No. 5
Computed, not measured: a cluster of 2 separate species, C4H13N2OS in total, with ωB97M-V/def2-TZVPD.

## Properties
HOMO energy (spin up / spin down) (eV): -9.373 / -9.298
Electronic energy (hartree): -743.031593
Frontier orbital gap (spin up / spin down) (eV): 10.120 / 6.956
Maximum force (eV Å⁻¹): 5.1
Energy relative to the best compared isomer or geometry (same formula, charge and spin) (kcal per mole): 21.8

```
! RIJCOSX wB97M-V def2-TZVPD def2/J DEFGRID3
* xyz 0 2
C -1.742 -0.357 0.270
N -0.849 0.622 1.079
C 0.192 -0.073 1.775
N 1.424 -0.746 1.192
C -2.154 0.120 -1.122
C -0.933 -0.021 -2.172
S 0.462 1.188 -1.810
H -1.229 -1.320 0.139
H -2.596 -0.536 0.859
H -0.526 1.376 0.393
H -0.284 -0.760 2.461
H 0.629 0.670 2.549
H 1.511 -0.322 0.329
H 1.331 -1.693 1.356
H -2.490 1.123 -1.165
H -2.945 -0.542 -1.561
H -0.648 -0.969 -1.997
H -1.207 0.335 -3.139
H 3.619 0.444 0.832
H 4.023 0.918 -0.573
O 4.413 0.542 0.306
*
```

No. 6
Computed, not measured: a cluster of 2 separate species, C4H13N2S in total, with ωB97M-V/def2-TZVPD.

## Properties
HOMO energy (eV): -2.750
Electronic energy (hartree): -667.938314
Frontier orbital gap (eV): 6.807
Maximum force (eV Å⁻¹): 0.2
Energy relative to the best compared isomer or geometry (same formula, charge and spin) (kcal per mole): 0.0

```
! RIJCOSX wB97M-V def2-TZVPD def2/J DEFGRID3
* xyz -1 1
C -0.423 -0.970 -2.321
C 0.050 0.440 -2.652
C 0.736 1.139 -1.481
S -0.381 1.505 -0.089
H 0.426 -1.612 -2.079
H -0.975 -1.403 -3.158
H -1.091 -0.942 -1.461
H 0.718 0.407 -3.526
H -0.806 1.052 -2.951
H 1.175 2.071 -1.843
H 1.575 0.521 -1.138
N 1.240 -0.402 2.191
C 0.303 -1.489 1.973
N -1.118 -1.207 2.143
H 0.993 0.363 1.551
H 1.154 -0.058 3.140
H 0.433 -1.825 0.945
H 0.571 -2.325 2.624
H -1.279 -0.817 3.066
H -1.364 -0.473 1.478
*
```

No. 7
Computed, not measured: a cluster of 2 separate species, C4H13N2S in total, with ωB97M-V/def2-TZVPD.

## Properties
HOMO energy (eV): -11.634
Electronic energy (hartree): -667.656632
Frontier orbital gap (eV): 8.082
Maximum force (eV Å⁻¹): 1.2
Energy relative to the best compared isomer or geometry (same formula, charge and spin) (kcal per mole): 14.5

```
! RIJCOSX wB97M-V def2-TZVPD def2/J DEFGRID3
* xyz 1 1
C -0.550 0.232 2.124
S -1.004 -1.505 1.800
C -2.751 -1.294 1.415
H -0.696 0.465 3.176
H -1.165 0.922 1.541
H 0.502 0.418 1.900
H -3.195 -2.269 1.235
H -3.317 -0.860 2.241
H -2.867 -0.661 0.540
C 0.944 -1.182 -1.148
N 1.305 0.230 -0.921
C 1.863 0.995 -1.808
N 1.775 2.307 -1.843
H -0.132 -1.296 -1.194
H 1.381 -1.836 -0.405
H 1.332 -1.439 -2.135
H 0.768 0.648 -0.172
H 2.387 0.474 -2.600
H 1.280 2.823 -1.129
H 2.142 2.830 -2.616
*
```

No. 8
Computed, not measured: a structure of composition C4H13N2S, with ωB97M-V/def2-TZVPD.

## Properties
HOMO energy (eV): -13.902
Electronic energy (hartree): -667.584781
Frontier orbital gap (eV): 10.902
Maximum force (eV Å⁻¹): 4.7
Energy relative to the best compared isomer or geometry (same formula, charge and spin) (kcal per mole): 59.6

```
! RIJCOSX wB97M-V def2-TZVPD def2/J DEFGRID3
* xyz 1 1
C 1.217 -1.146 -1.619
C -0.311 -1.010 1.353
C 0.137 -0.190 -1.166
C -0.649 1.588 0.749
N -1.878 1.554 1.272
N 0.244 -0.100 0.311
S 0.464 2.488 1.791
H 1.719 -0.880 -2.654
H 2.005 -1.260 -0.758
H 0.734 -2.123 -1.707
H -1.290 -1.084 1.243
H 0.160 -1.929 1.392
H -0.243 -0.551 2.260
H -0.776 -0.544 -1.415
H 0.322 0.794 -1.512
H -0.559 1.951 -0.277
H -2.696 1.136 0.826
H -1.923 1.487 2.305
H 1.278 0.148 0.607
H 1.439 2.597 0.899
*
```